*one*
H37O19 | the ωB97M-V functional and the def2-TZVPD basis

## Properties
LUMO = 1.93 eV
Orbital gap = 9.33 eV
HOMO = -7.40 eV
Total charge = -1

Last column: natural (NBO) charge in e.
Geometry (Å):
O: -0.066 -0.138 -1.910  -1.231
O: -1.977 -2.573 -1.257  -0.988
O: 3.774 -2.768 0.422  -0.978
O: -2.920 1.145 3.294  -0.928
O: -1.055 -2.490 1.405  -0.986
O: 2.011 0.692 -3.322  -0.979
O: -3.404 -1.077 0.958  -0.969
O: 1.213 -2.797 0.343  -0.984
O: 0.167 0.502 0.920  -0.973
O: -0.540 2.336 4.685  -0.954
O: 3.638 -1.740 3.069  -0.954
O: -0.592 1.908 -3.328  -1.029
O: 1.390 4.119 -1.890  -0.966
O: 0.904 -2.495 3.481  -0.965
O: 1.573 3.296 1.758  -0.962
O: -2.220 1.255 -0.694  -0.982
O: -0.251 -2.062 -4.035  -0.979
O: -2.312 3.722 -2.026  -0.964
O: 2.056 -0.640 -0.613  -1.090
H: 3.376 -1.106 2.406  0.479
H: 2.986 -3.221 0.036  0.493
H: 1.100 0.323 1.012  0.493
H: 0.530 -2.679 2.600  0.495
H: -0.105 1.809 -4.143  0.464
H: -1.962 -2.156 1.524  0.496
H: -0.249 -0.310 0.639  0.477
H: 0.469 4.371 -2.005  0.493
H: 3.569 -1.899 0.124  0.469
H: -1.393 -2.949 -1.919  0.503
H: -1.291 1.045 -0.903  0.501
H: -1.125 -3.346 0.978  0.478
H: 1.434 3.223 -1.561  0.474
H: -0.206 2.387 3.784  0.474
H: -0.618 -1.274 -3.592  0.501
H: -3.352 -0.386 1.628  0.482
H: 1.716 -1.984 0.478  0.497
H: 1.070 2.617 1.302  0.485
H: -3.331 1.924 2.893  0.470
H: -2.286 2.829 -2.383  0.508
H: -3.762 0.769 3.584  0.467
H: 1.793 -2.845 3.412  0.455
H: 1.575 4.098 1.239  0.476
H: 0.653 -1.787 -4.213  0.471
H: 1.099 -0.499 -1.055  0.513
H: 2.165 1.587 -3.019  0.475
H: 3.603 -2.640 2.774  0.480
H: -0.608 -0.584 -1.255  0.456
H: -2.909 -2.732 -1.393  0.487
H: -1.370 1.863 4.522  0.476
H: 1.137 0.439 -3.098  0.492
H: 0.476 -2.487 -0.184  0.474
H: -0.402 1.065 -2.786  0.495
H: -1.942 2.020 -0.165  0.467
H: 2.571 -0.594 -1.431  0.493
H: -2.773 -0.760 0.301  0.500
H: -3.030 3.675 -1.389  0.452

*two*
H37O19 | the ωB97M-V functional and the def2-TZVPD basis

## Properties
LUMO = 2.22 eV
Orbital gap = 9.21 eV
HOMO = -6.99 eV
Total charge = -1

Last column: natural (NBO) charge in e.
Geometry (Å):
O: -3.910 1.231 0.796  -0.934
O: 2.686 1.486 -0.628  -0.938
O: -0.263 2.104 2.689  -0.958
O: -1.506 -2.942 -0.386  -0.992
O: 3.163 -0.712 2.736  -0.941
O: 3.300 -0.174 -2.968  -1.007
O: -1.420 4.173 1.101  -0.972
O: 1.146 -0.223 1.426  -0.983
O: 0.923 1.182 -3.727  -0.938
O: -0.448 -3.217 2.042  -0.993
O: 1.064 -4.760 -0.762  -0.968
O: -0.893 1.044 0.065  -1.095
O: 2.676 3.013 1.586  -0.945
O: -0.521 -0.231 -1.883  -1.193
O: -0.561 -1.218 3.953  -0.957
O: -0.072 -2.655 -2.231  -1.036
O: -2.712 -2.118 2.129  -0.962
O: -2.931 0.010 -2.542  -0.985
O: 0.764 3.987 -2.600  -0.935
H: 3.245 2.176 -0.699  0.470
H: -3.246 -1.361 2.082  0.480
H: 2.549 -0.088 2.448  0.476
H: 3.301 -1.134 1.880  0.448
H: 0.228 1.206 2.639  0.499
H: 0.466 -2.523 -2.998  0.472
H: 0.826 0.428 0.754  0.510
H: 0.035 0.873 -3.568  0.459
H: -3.973 1.216 -0.221  0.486
H: -0.941 -2.095 -0.408  0.491
H: -1.798 3.338 0.819  0.458
H: 0.941 1.628 -2.799  0.471
H: -0.296 -1.689 -1.986  0.502
H: 3.415 3.201 2.156  0.468
H: 0.404 -1.395 4.185  0.481
H: -0.649 0.168 -0.591  0.508
H: -3.035 0.844 0.974  0.450
H: 2.925 -0.902 -3.438  0.482
H: 2.938 0.207 -2.126  0.515
H: 0.796 -3.847 -0.930  0.501
H: -1.110 0.506 -2.171  0.474
H: -1.686 -2.977 -1.402  0.503
H: -3.718 -0.437 -2.369  0.465
H: 1.676 4.229 -2.452  0.461
H: -2.194 -0.613 -2.710  0.505
H: 0.302 4.664 -1.998  0.476
H: -1.263 -2.688 2.310  0.474
H: 2.679 2.102 1.486  0.474
H: -0.529 3.762 1.555  0.504
H: -1.048 1.867 2.220  0.463
H: 1.898 1.967 -0.481  0.483
H: -2.714 -2.340 1.115  0.515
H: 1.636 -0.894 0.917  0.483
H: -1.833 1.186 0.264  0.425
H: 0.771 -4.964 0.115  0.456
H: -0.733 -3.986 1.530  0.474
H: -0.749 -1.617 3.104  0.472

*three*
H37O19 | the ωB97M-V functional and the def2-TZVPD basis

## Properties
LUMO = 2.09 eV
Orbital gap = 8.78 eV
HOMO = -6.69 eV
Total charge = -1

Last column: natural (NBO) charge in e.
Geometry (Å):
O: -0.448 -2.824 -2.781  -0.945
O: -3.572 -0.249 -2.203  -0.968
O: -0.543 -3.874 2.721  -0.983
O: 3.089 1.460 -0.327  -0.978
O: 1.053 -0.185 -2.356  -1.043
O: 2.570 -2.472 -2.434  -1.037
O: -1.870 2.220 3.032  -0.975
O: 1.140 3.754 -2.900  -0.933
O: 3.797 -1.554 -0.411  -0.995
O: 1.366 -4.773 -0.071  -0.926
O: -0.914 1.026 -1.544  -1.100
O: -2.891 4.033 0.553  -0.950
O: -3.027 -3.804 0.229  -0.956
O: 2.239 3.560 3.071  -0.939
O: -4.746 -0.492 0.346  -0.939
O: -0.557 1.169 0.877  -1.169
O: 0.575 4.304 0.983  -0.979
O: 1.975 0.972 2.480  -0.973
O: -0.386 -1.456 1.969  -0.972
H: -2.265 3.988 1.301  0.477
H: -1.066 1.964 -1.637  0.462
H: -2.099 -4.048 0.480  0.488
H: -0.727 1.128 -0.389  0.490
H: 1.649 0.349 1.792  0.471
H: 0.390 3.523 -3.503  0.464
H: -3.905 -0.725 0.787  0.468
H: 2.505 -3.246 -2.941  0.493
H: 1.162 2.851 -2.581  0.468
H: 2.158 2.854 3.671  0.469
H: -0.797 -0.693 1.552  0.523
H: -1.826 1.847 2.118  0.507
H: 1.785 3.252 2.302  0.479
H: 1.683 -4.827 0.868  0.459
H: 1.862 0.307 -2.354  0.474
H: 0.438 -3.885 2.806  0.445
H: -2.643 1.918 3.460  0.456
H: 3.385 1.746 -1.204  0.468
H: 2.435 1.775 2.167  0.486
H: 4.163 -2.368 -0.179  0.454
H: 3.164 -1.863 -1.105  0.495
H: 1.787 -1.803 -2.400  0.548
H: -3.828 0.653 -2.265  0.460
H: -0.379 4.421 0.783  0.499
H: -0.973 -3.402 -3.332  0.468
H: -3.139 3.107 0.526  0.474
H: -2.914 -3.285 -0.594  0.467
H: 0.371 1.237 0.710  0.446
H: 1.216 4.351 0.319  0.484
H: -0.385 -3.255 -1.912  0.478
H: 1.914 -3.963 -0.172  0.466
H: 3.498 0.601 -0.109  0.508
H: -2.620 -0.104 -2.103  0.499
H: -0.755 -2.956 2.477  0.504
H: 0.160 0.174 -2.092  0.529
H: 0.532 -1.204 1.773  0.464
H: -4.785 -1.234 -0.254  0.471

Q: Which of them is the least stable? A: *two*.

*one*
C7H7NO3 | the ωB97M-V functional and the def2-TZVPD basis

## Properties
LUMO = 0.24 eV
Orbital gap = 8.88 eV
HOMO = -8.64 eV
Structure (SMILES) = Nc1ccc(C(=O)O)c(O)c1

Last column: natural (NBO) charge in e.
Geometry (Å):
O: 1.783 -3.117 0.355  -0.654
O: -0.843 -2.207 0.317  -0.687
O: 3.107 -1.301 0.744  -0.584
N: -1.738 2.442 -0.468  -0.815
C: 0.386 1.590 -0.552  -0.302
C: 1.964 -1.745 0.448  0.762
C: -0.399 -0.937 0.154  0.385
C: 1.331 0.538 -0.261  -0.071
C: -0.929 1.334 -0.155  0.224
C: 0.946 -0.741 0.140  -0.323
C: -1.337 0.079 0.061  -0.401
H: 2.445 0.828 -0.310  0.248
H: -2.795 2.624 -0.118  0.385
H: 0.877 2.422 -0.914  0.224
H: -1.322 3.374 -0.406  0.388
H: -1.914 -2.022 0.610  0.502
H: 0.819 -3.153 0.459  0.494
H: -2.382 -0.009 -0.105  0.223

*two*
C7H7NO3 | the ωB97M-V functional and the def2-TZVPD basis

## Properties
LUMO = 0.02 eV
Orbital gap = 9.52 eV
HOMO = -9.50 eV
Structure (SMILES) = Cc1nccc(C(=O)O)c1O

Last column: natural (NBO) charge in e.
Geometry (Å):
O: 2.244 -0.488 -1.424  -0.679
O: 2.957 -0.537 0.721  -0.557
O: -0.210 0.026 -1.913  -0.695
N: -1.937 0.385 1.319  -0.390
C: -0.419 0.033 -0.569  0.272
C: -2.798 0.798 -1.063  -0.665
C: -0.946 0.149 2.145  0.017
C: 2.033 -0.480 -0.064  0.781
C: -1.701 0.410 -0.054  0.142
C: 0.319 -0.216 1.673  -0.186
C: 0.590 -0.233 0.333  -0.205
H: 1.397 -0.407 -1.889  0.500
H: -2.760 0.062 -1.946  0.196
H: -2.557 1.796 -1.438  0.231
H: 1.165 -0.405 2.326  0.251
H: -1.146 0.394 3.189  0.205
H: -1.083 0.275 -2.322  0.513
H: -3.842 0.815 -0.629  0.266

Q: Which of them is the least stable? A: *one*.

*one*
CHN4O2 | the ωB97M-V functional and the def2-TZVPD basis

## Properties
LUMO = 2.21 eV
Orbital gap = 7.26 eV
HOMO = -5.04 eV
Total charge = -1

Last column: natural (NBO) charge in e.
Geometry (Å):
O: -1.105 0.139 1.285  -0.402
O: -2.637 -0.653 -0.046  -0.382
N: 0.227 0.870 -0.813  -0.189
N: -0.805 0.175 -0.947  -0.129
N: -1.548 -0.119 0.159  0.565
N: 3.251 -1.041 0.208  -0.687
C: 2.229 -0.550 -0.010  -0.131
H: 0.387 1.180 0.165  0.355

*two*
CHN4O2 | the ωB97M-V functional and the def2-TZVPD basis

## Properties
LUMO = 3.12 eV
Orbital gap = 6.37 eV
HOMO = -3.25 eV
Total charge = -1

Last column: natural (NBO) charge in e.
Geometry (Å):
O: -1.394 2.228 0.462  -0.927
O: -0.803 0.467 0.697  -0.341
N: 0.661 -0.024 -1.126  -0.453
N: 1.339 -1.261 -1.218  -0.228
N: 1.011 -1.987 -0.313  0.088
N: 0.254 -1.995 0.572  -0.179
C: -0.165 0.055 -0.216  0.640
H: -0.902 2.519 1.143  0.400

Q: Which of them is the least stable? A: *two*.

*one*
C8H11N | the ωB97M-V functional and the def2-TZVPD basis

## Properties
LUMO = 0.21 eV
Orbital gap = 10.07 eV
HOMO = -9.86 eV

Last column: natural (NBO) charge in e.
Geometry (Å):
N: 2.717 1.457 -0.581  -0.348
C: 1.443 -0.464 1.552  -0.615
C: 2.154 0.391 -0.427  0.285
C: 1.244 -0.603 0.031  -0.471
C: -1.236 -1.447 -0.684  -0.223
C: -2.152 0.540 0.437  -0.112
C: 0.082 -1.240 -0.946  -0.136
C: -1.965 -0.722 0.353  -0.305
C: -1.917 1.894 -0.261  -0.676
H: -0.909 2.139 0.073  0.238
H: 2.572 0.727 1.593  0.289
H: -2.210 -1.370 1.188  0.222
H: -1.606 1.581 -1.265  0.233
H: -2.865 0.841 1.455  0.174
H: -1.840 -1.835 -1.541  0.230
H: 0.234 -0.079 1.922  0.249
H: 1.975 -1.724 2.327  0.240
H: 1.893 -1.602 -0.357  0.265
H: 0.650 -1.775 -1.739  0.213
H: -2.824 2.800 0.084  0.249

*two*
C8H11N | the ωB97M-V functional and the def2-TZVPD basis

## Properties
LUMO = 0.50 eV
Orbital gap = 9.37 eV
HOMO = -8.87 eV
Structure (SMILES) = C/C=C\C=C/[C@H](C)C#N

Last column: natural (NBO) charge in e.
Geometry (Å):
N: -2.859 1.745 0.120  -0.324
C: 0.441 -1.907 0.493  -0.160
C: 0.939 1.643 0.966  -0.628
C: -1.681 1.533 0.119  0.271
C: -0.198 1.938 -0.098  -0.337
C: 0.100 1.047 -1.251  -0.164
C: -1.005 -2.154 0.619  -0.680
C: 1.178 -1.262 -0.609  -0.254
C: 0.504 -0.271 -1.479  -0.221
H: 0.487 -0.512 -2.519  0.211
H: -1.693 -1.769 -0.118  0.232
H: 0.957 -2.701 1.126  0.201
H: 2.299 -1.348 -0.698  0.227
H: 0.672 2.203 1.878  0.223
H: 1.092 0.532 1.268  0.252
H: 1.974 1.850 0.471  0.233
H: -1.138 -3.288 0.796  0.225
H: -0.389 3.086 -0.525  0.270
H: -0.226 1.471 -2.107  0.191
H: -1.454 -1.834 1.548  0.232

*three*
C8H11N | the ωB97M-V functional and the def2-TZVPD basis

## Properties
LUMO = 0.58 eV
Orbital gap = 9.28 eV
HOMO = -8.69 eV

Last column: natural (NBO) charge in e.
Geometry (Å):
N: -0.176 -0.395 2.546  -0.773
C: -0.626 0.113 -0.579  0.023
C: -2.074 0.325 -0.178  -0.623
C: 2.068 -0.444 -1.353  -0.228
C: 1.713 0.049 -0.092  -0.217
C: 0.501 0.249 0.293  -0.037
C: 0.173 0.693 1.751  -0.259
C: 1.061 -0.620 -2.288  -0.202
C: -0.224 -0.410 -1.883  -0.239
H: -1.084 -0.538 -2.596  0.204
H: 2.407 0.163 0.696  0.204
H: -2.813 0.140 -0.883  0.226
H: 1.036 1.101 2.003  0.180
H: -0.588 1.280 1.909  0.192
H: -1.876 1.354 -0.013  0.230
H: -1.484 -0.130 2.652  0.311
H: 3.110 -0.237 -1.536  0.217
H: -2.149 -0.341 0.960  0.196
H: -0.420 -1.561 2.089  0.373
H: 1.444 -0.791 -3.499  0.221

*four*
C8H11N | the ωB97M-V functional and the def2-TZVPD basis

## Properties
LUMO = 1.04 eV
Orbital gap = 9.53 eV
HOMO = -8.49 eV
Structure (SMILES) = C=C1[C@H]2CC=C[C@@H]1NC2

Last column: natural (NBO) charge in e.
Geometry (Å):
N: -0.176 1.836 -0.227  -0.620
C: 0.961 -1.065 0.814  -0.435
C: 1.595 -0.795 -0.530  -0.171
C: 0.055 1.330 1.113  -0.216
C: -2.217 -0.941 -0.458  -0.394
C: -0.321 -0.206 1.051  -0.268
C: -0.344 0.666 -1.116  -0.123
C: 1.025 -0.004 -1.454  -0.228
C: -1.153 -0.266 -0.190  0.035
H: -0.827 0.974 -2.042  0.211
H: 1.714 -0.954 1.605  0.214
H: 1.570 0.145 -2.382  0.212
H: 0.756 -2.135 0.844  0.218
H: -2.725 -1.008 -1.423  0.203
H: -2.733 -1.489 0.316  0.194
H: -0.630 1.817 1.822  0.191
H: 2.581 -1.254 -0.663  0.205
H: -0.815 -0.508 1.971  0.222
H: 0.586 2.446 -0.577  0.367
H: 1.099 1.411 1.522  0.181

Q: Which of them is the least stable? A: *one*.

*one*
H11NO4 | the ωB97M-V functional and the def2-TZVPD basis

## Properties
LUMO = -3.27 eV
Orbital gap = 6.29 eV
HOMO = -9.56 eV

Last column: natural (NBO) charge in e.
Geometry (Å):
O: 0.224 -0.463 -1.219  -0.961
O: -0.532 1.357 0.963  -0.951
O: 0.773 -0.756 1.931  -1.029
O: 0.907 -2.677 0.333  -0.958
N: -0.720 2.409 -2.011  -1.089
H: -1.428 3.058 -2.331  0.353
H: 1.208 -0.776 2.796  0.508
H: -1.049 1.489 -2.278  0.359
H: 0.351 -1.097 -0.495  0.480
H: 1.045 0.008 -1.383  0.493
H: -0.052 0.801 1.623  0.492
H: 0.279 -3.363 0.592  0.469
H: -0.660 2.423 -1.005  0.375
H: -0.577 0.683 0.265  0.464
H: 0.882 -2.015 1.122  0.491
H: -0.650 -1.080 1.097  0.504

*two*
H11NO4 | the ωB97M-V functional and the def2-TZVPD basis

## Properties
LUMO = 0.20 eV
Orbital gap = 11.32 eV
HOMO = -11.12 eV
Structure (SMILES) = N.O.O.O.O

Last column: natural (NBO) charge in e.
Geometry (Å):
O: 1.073 -0.054 -2.110  -0.970
O: 0.512 3.237 -2.446  -0.947
O: -0.632 -0.503 3.500  -0.932
O: -3.748 -0.118 1.988  -0.925
N: 2.615 -2.251 -0.774  -1.067
H: 0.164 -0.351 -2.039  0.471
H: 3.323 -2.705 -0.183  0.357
H: -0.032 3.342 -3.234  0.462
H: -0.127 -1.293 3.267  0.463
H: 2.231 -3.068 -1.232  0.357
H: -3.121 -0.112 1.251  0.460
H: 0.749 2.301 -2.473  0.484
H: 1.551 -0.401 -1.352  0.496
H: -0.218 0.182 2.962  0.469
H: -3.675 -1.044 2.254  0.465
H: 3.274 -1.957 -1.506  0.358

Q: Which of them is the least stable? A: *one*.